The following is a DFT calculation (ωB97M-V/def2-TZVPD) of a cluster of 12 separate species, C61H73BN14O2Si in total.

Each line ends with the Mulliken charge.
Positions of all 152 atoms, in Å:
N (2.25086, 0.16523, -2.10984)  -0.42
C (1.04447, 0.24815, -2.48789)  -0.17
N (0.01800, -0.02520, -1.56625)  -0.38
N (0.58977, 0.57323, -3.82155)  0.19
C (1.22273, 1.73345, -4.47013)  -0.85
C (0.37047, 3.02589, -4.44125)  -0.66
C (-0.74452, 3.08171, -3.38205)  -0.52
C (-2.16325, 2.87502, -3.97907)  -0.37
Si (-3.29148, 1.74962, -2.96416)  0.21
C (-4.00626, 0.42092, -4.07701)  -0.38
B (-2.99064, -0.71069, -4.44116)  0.84
O (-3.27809, -2.01404, -4.11201)  -0.45
O (-1.80645, -0.49291, -5.11067)  -0.95
H (2.86865, 0.39173, -2.88738)  0.17
H (-0.04063, 0.66876, -0.83231)  0.32
H (-0.86930, -0.07542, -2.05045)  0.09
H (0.69760, -0.24826, -4.40485)  0.26
H (1.39004, 1.46263, -5.51359)  0.39
H (2.20953, 1.94368, -4.05039)  0.32
H (1.04778, 3.86882, -4.28925)  0.40
H (-0.07817, 3.18053, -5.42398)  0.23
H (-0.56534, 2.36119, -2.58682)  0.18
H (-0.71027, 4.06475, -2.90817)  0.44
H (-2.08814, 2.53052, -5.01138)  0.22
H (-2.65806, 3.84714, -4.03426)  0.39
H (-4.38395, 2.53784, -2.34236)  -0.24
H (-2.52500, 1.14247, -1.84421)  -0.17
H (-4.93443, 0.01951, -3.67429)  0.17
H (-4.27799, 0.95300, -4.99813)  0.30
H (-2.46738, -2.53146, -4.00909)  0.15
H (-1.54801, 0.43440, -5.12145)  0.25
N (3.19225, -0.22082, 2.23590)  -0.54
C (3.59483, -0.10280, 0.96838)  -0.37
C (4.92705, 0.05263, 0.60877)  -0.42
C (5.88961, 0.08903, 1.60478)  -0.48
C (5.48643, -0.04121, 2.92496)  -0.22
C (4.13334, -0.19487, 3.17877)  -0.65
H (2.82523, -0.13025, 0.20650)  0.60
H (5.19409, 0.14677, -0.43541)  0.43
H (6.93664, 0.21815, 1.35965)  0.41
H (6.18753, -0.01226, 3.74890)  0.59
H (3.77958, -0.29577, 4.20069)  0.76
N (-0.66587, -4.44741, -3.52892)  -0.34
C (-0.12783, -5.34292, -4.35689)  -0.41
C (-0.34326, -6.70809, -4.25421)  -0.46
C (-1.16724, -7.17136, -3.23902)  -0.15
C (-1.73360, -6.25381, -2.36998)  -0.64
C (-1.45069, -4.90938, -2.55447)  0.06
H (0.50817, -4.94276, -5.13906)  0.38
H (0.12116, -7.38808, -4.95527)  0.40
H (-1.36254, -8.23068, -3.12830)  0.39
H (-2.38074, -6.56297, -1.56155)  0.32
H (-1.87553, -4.16744, -1.89073)  0.46
N (7.35584, -0.73558, 5.68263)  -0.17
C (7.30949, -2.06130, 5.56608)  -0.12
C (8.19346, -2.91372, 6.20984)  -0.64
C (9.17795, -2.35965, 7.01461)  -0.20
C (9.23625, -0.98140, 7.14555)  -0.72
C (8.30488, -0.21721, 6.45975)  -0.03
H (6.52965, -2.45499, 4.92180)  0.38
H (8.11095, -3.98429, 6.08071)  0.36
H (9.88598, -2.99354, 7.53322)  0.38
H (9.98104, -0.50353, 7.76668)  0.38
H (8.31015, 0.86387, 6.54225)  0.35
N (1.60356, -6.16574, 2.24811)  -0.59
C (1.11307, -6.57665, 1.08049)  -0.40
C (1.27357, -5.88316, -0.10926)  -0.02
C (1.97802, -4.69037, -0.08892)  -0.42
C (2.49386, -4.24677, 1.11819)  -0.20
C (2.28042, -5.01869, 2.25093)  -0.35
H (0.55954, -7.50996, 1.10262)  0.40
H (0.84389, -6.26530, -1.02585)  0.35
H (2.11323, -4.11225, -0.99420)  0.45
H (3.04195, -3.31675, 1.18628)  0.37
H (2.66836, -4.70117, 3.21283)  0.39
N (8.08284, 3.22811, 7.28498)  -0.32
C (6.88429, 3.23154, 6.70072)  -0.09
C (6.10174, 4.36681, 6.55460)  -0.71
C (6.59031, 5.56628, 7.04637)  -0.15
C (7.83328, 5.58076, 7.66006)  -0.38
C (8.53709, 4.38946, 7.75219)  -0.44
H (6.53350, 2.27401, 6.32801)  0.34
H (5.13788, 4.30472, 6.06616)  0.45
H (6.01265, 6.47809, 6.95467)  0.50
H (8.25013, 6.49613, 8.05879)  0.38
H (9.51392, 4.36157, 8.22282)  0.36
N (7.23965, 10.04409, 8.35924)  -0.58
C (6.26198, 10.12527, 9.25912)  -0.19
C (4.91435, 10.13455, 8.93057)  -0.33
C (4.56095, 10.05557, 7.59331)  -0.24
C (5.56706, 9.97132, 6.64425)  -0.36
C (6.88469, 9.97083, 7.07813)  -0.17
H (6.57674, 10.18502, 10.29522)  0.37
H (4.16372, 10.20059, 9.70624)  0.37
H (3.52016, 10.05833, 7.29586)  0.38
H (5.33909, 9.90532, 5.58910)  0.38
H (7.69981, 9.90088, 6.36597)  0.37
N (-2.61762, -4.65917, 0.54821)  -0.10
C (-2.72981, -3.42027, 1.02281)  -0.15
C (-3.00761, -3.12983, 2.34973)  -0.69
C (-3.17838, -4.18273, 3.23332)  -0.20
C (-3.06356, -5.47795, 2.75504)  -0.75
C (-2.78279, -5.66027, 1.41018)  0.03
H (-2.58524, -2.62106, 0.30322)  0.41
H (-3.08283, -2.10257, 2.67869)  0.38
H (-3.39315, -3.99751, 4.27785)  0.38
H (-3.18246, -6.33071, 3.40913)  0.37
H (-2.67554, -6.66095, 1.00357)  0.32
N (2.46672, 3.63905, 5.18504)  -0.46
C (1.69354, 4.26645, 6.06930)  -0.25
C (0.69292, 3.64115, 6.79747)  -0.38
C (0.48036, 2.28658, 6.59612)  -0.41
C (1.27423, 1.61934, 5.67833)  -0.22
C (2.24932, 2.33665, 5.00087)  -0.29
H (1.88765, 5.32603, 6.19977)  0.38
H (0.09762, 4.20402, 7.50362)  0.37
H (-0.29148, 1.76134, 7.14419)  0.36
H (1.14290, 0.56375, 5.48220)  0.41
H (2.88764, 1.84528, 4.27726)  0.47
N (-2.92396, 4.04319, -7.17330)  -0.25
C (-3.86218, 4.97174, -7.00338)  -0.09
C (-4.76088, 5.34454, -7.99138)  -0.64
C (-4.68097, 4.71912, -9.22503)  -0.15
C (-3.70996, 3.74991, -9.41737)  -0.69
C (-2.86031, 3.44957, -8.36347)  0.00
H (-3.89452, 5.43851, -6.02445)  0.35
H (-5.50409, 6.10502, -7.79470)  0.37
H (-5.36474, 4.98117, -10.02213)  0.38
H (-3.61181, 3.23343, -10.36231)  0.36
H (-2.09139, 2.69249, -8.47545)  0.37
N (-7.10124, -0.43672, -5.36471)  -0.27
C (-8.32728, -0.06569, -5.72781)  -0.30
C (-9.45826, -0.84168, -5.52221)  -0.53
C (-9.30853, -2.07553, -4.90850)  0.02
C (-8.03920, -2.47759, -4.52937)  -0.97
C (-6.97175, -1.62697, -4.77778)  0.09
H (-8.40468, 0.90458, -6.20750)  0.36
H (-10.42986, -0.48506, -5.83717)  0.36
H (-10.15958, -2.71621, -4.72311)  0.39
H (-7.88009, -3.43368, -4.04971)  0.41
H (-5.96270, -1.91271, -4.49684)  0.43
N (-10.25401, -5.34221, -4.18636)  -0.48
C (-11.04640, -5.35763, -5.25683)  -0.07
C (-10.98530, -6.32683, -6.24600)  -0.49
C (-10.04610, -7.33762, -6.12071)  -0.15
C (-9.21546, -7.33798, -5.01240)  -0.46
C (-9.36165, -6.32433, -4.07732)  -0.16
H (-11.76802, -4.55007, -5.32512)  0.38
H (-11.65641, -6.28586, -7.09290)  0.35
H (-9.96355, -8.11121, -6.87320)  0.37
H (-8.46785, -8.10641, -4.87151)  0.35
H (-8.73186, -6.29492, -3.19459)  0.39

Atomic forces in eV per Å
0.0 0.2 -0.2
-0.1 -0.1 0.3
-0.1 0.1 -0.7
0.1 -0.1 0.0
-0.1 0.0 -0.1
0.1 0.0 0.2
-0.1 0.2 -0.2
0.3 0.0 0.6
-0.2 -0.1 -0.3
0.0 0.2 -0.2
-0.2 -0.3 -0.2
0.2 0.2 0.5
0.0 0.0 0.2
0.0 0.0 0.1
0.2 -0.3 0.2
0.0 0.2 0.1
-0.1 0.0 0.0
0.1 0.0 0.0
0.0 -0.1 0.1
0.1 0.0 -0.1
0.0 0.0 0.0
0.1 0.0 0.0
0.0 0.0 0.1
-0.1 0.0 0.0
0.0 0.0 -0.2
0.0 0.0 0.0
0.0 0.0 0.0
0.0 0.0 0.1
-0.1 0.0 0.0
0.0 -0.2 -0.4
0.0 0.0 0.0
0.0 0.0 0.0
-0.1 0.0 0.1
0.0 0.0 0.0
0.0 0.0 0.0
0.0 0.1 0.0
-0.1 0.0 0.0
0.0 0.0 0.0
0.0 0.0 0.0
0.0 0.0 0.0
0.0 0.0 0.0
0.1 0.0 0.0
-0.1 0.0 0.0
0.0 0.0 0.0
0.0 0.0 0.0
0.0 0.0 0.0
0.0 -0.1 0.0
0.0 0.2 -0.1
0.0 0.0 0.0
0.0 0.0 0.0
0.0 0.0 0.0
0.0 0.1 0.0
0.0 -0.1 0.1
0.0 -0.1 0.0
0.0 0.0 0.0
0.0 0.0 0.0
0.0 0.0 0.0
0.0 -0.1 0.0
-0.1 0.2 0.0
0.0 0.0 0.0
0.0 0.0 0.0
0.0 0.0 0.0
0.0 0.0 0.0
0.1 0.0 0.1
0.0 0.0 0.0
0.0 0.0 0.0
0.0 0.0 0.0
0.0 0.0 0.0
0.0 0.0 0.0
0.0 0.0 0.0
0.0 0.0 0.0
0.0 0.0 0.0
0.0 0.0 0.0
0.0 0.0 0.0
0.0 0.0 0.0
-0.1 0.0 0.0
0.1 -0.1 0.0
0.0 0.0 0.0
0.0 0.0 0.0
0.0 0.0 0.0
0.0 0.0 0.0
0.0 0.0 0.0
0.0 0.0 0.0
0.0 0.0 0.0
0.0 0.0 0.0
0.0 0.0 0.0
0.0 0.0 0.0
0.0 0.0 0.0
0.0 0.0 0.0
0.0 0.0 0.0
0.0 0.0 0.0
0.1 0.0 0.0
0.0 0.0 0.0
0.0 0.0 0.0
0.0 0.0 0.0
0.0 0.0 0.0
0.0 0.0 0.0
0.0 0.0 0.0
0.0 0.0 -0.1
0.0 0.0 0.0
0.0 0.0 0.0
0.0 0.0 0.0
0.0 0.0 0.0
0.0 0.0 0.0
0.0 0.0 0.0
0.0 0.0 0.0
0.0 0.0 0.0
0.0 0.0 0.0
0.0 0.0 0.1
0.0 0.0 0.0
0.0 0.0 0.0
0.0 0.0 0.0
0.0 0.0 0.0
0.1 0.1 0.0
0.0 0.0 0.0
0.0 0.0 0.0
0.0 0.0 0.0
0.0 0.0 0.0
0.0 0.0 0.0
0.0 0.0 -0.1
0.0 0.0 0.0
0.0 0.0 0.0
0.0 0.0 0.0
0.0 0.0 0.0
0.0 0.0 0.0
0.0 0.0 0.0
0.0 0.0 0.0
0.0 0.0 0.0
0.0 0.0 0.0
0.0 0.0 0.0
0.0 0.0 0.0
0.0 0.0 0.0
0.0 0.0 0.0
0.0 0.0 0.0
0.0 0.0 0.0
0.1 0.0 0.0
0.0 0.0 0.0
0.0 0.0 0.0
0.0 0.0 0.0
0.0 0.0 0.0
0.0 0.0 0.0
0.0 0.0 -0.1
0.0 0.0 0.0
0.0 0.0 0.0
0.0 0.0 0.0
0.0 0.0 0.0
0.0 0.1 0.1
0.0 0.0 0.0
0.0 0.0 0.0
0.0 0.0 0.0
0.0 0.0 0.0
0.0 0.0 0.0

The orbital gap is 9.71 eV. The HOMO energy is -9.079 eV. As for the largest force on an atom: 0.675 eV/Å.